{"formula": "CH5NS", "method": "ωB97M-V with the def2-TZVPD basis set", "total_charge": 0, "homo_ev": -9.766, "energy_ev": -13442.167, "de_lowest_kcal_mol": 12.1, "smiles": "C=N.S", "max_force_ha_per_bohr": 0.019, "mol_weight_g_mol": 63.1, "elements": ["C", "N", "H", "H", "H", "S", "H", "H"], "xyz": [[-0.524416, 0.671903, -1.805257], [0.200365, -0.297316, -2.178026], [-1.604460, 0.609935, -1.703126], [-0.181359, 1.704240, -1.728461], [-0.407330, -1.055128, -2.490452], [0.796062, -0.397421, 3.896395], [-0.095225, -0.932402, 3.004670], [1.816364, -0.303811, 3.004258]], "atomic_forces_ev_per_a": [[-0.5, 0.2, -0.7], [-0.1, 0.7, -0.5], [-0.3, -0.2, 0.0], [0.7, -0.3, 0.6], [0.1, -0.4, 0.7], [-0.1, -0.2, -0.6], [0.6, 0.3, 0.4], [-0.5, -0.1, 0.2]], "mulliken_charge": [-0.22, -0.48, 0.20, 0.24, 0.26, -0.31, 0.15, 0.16]}

***

{"formula": "CH5NSi2", "method": "ωB97M-V with the def2-TZVPD basis set", "total_charge": 0, "homo_ev": [-8.960, -7.449], "energy_ev": -18358.292, "de_lowest_kcal_mol": 78.8, "max_force_ha_per_bohr": 0.079, "mol_weight_g_mol": 87.2, "elements": ["C", "N", "Si", "Si", "H", "H", "H", "H", "H"], "xyz": [[-1.917908, 0.325931, 0.235527], [-2.169963, 1.366037, 0.607828], [1.776701, 0.753452, -0.211455], [-1.546411, -1.448238, -0.159907], [1.880376, 1.250159, -1.499622], [0.535333, 0.822935, 0.701684], [3.071476, 0.275401, 0.576526], [-0.993894, -2.015041, 1.132218], [-0.635711, -1.330632, -1.382795]], "atomic_forces_ev_per_a": [[0.4, -2.5, -0.5], [-0.6, 2.4, 0.7], [0.2, -1.8, 3.7], [0.7, 0.4, -0.2], [0.1, 0.8, -1.6], [1.1, 0.3, -0.9], [-1.4, 0.6, -1.1], [-0.1, 0.2, -0.7], [-0.4, -0.3, 0.7]], "mulliken_charge": [0.18, -0.34, 0.12, 0.16, -0.03, -0.04, -0.02, 0.00, -0.03]}